[1]
Computed, not measured: a structure of composition C17H24Cl2MoO5S in a non-equilibrium geometry, with ωB97M-V/def2-TZVPD.

Positions of all 50 atoms, in Å:
C -3.810 -3.151 1.134
C 0.838 3.266 -0.621
H -4.247 -7.188 1.899
H 2.771 2.100 -3.275
C -0.306 4.024 -1.215
C 4.280 1.725 -0.690
H -0.778 -3.800 -0.297
H 3.954 1.622 2.124
C 2.425 2.531 0.913
C -2.568 -2.904 0.550
C -4.295 -4.453 1.190
H 4.356 1.356 -1.711
C -3.521 -5.512 0.723
H 0.473 4.379 2.437
H -0.446 3.708 -2.255
H 0.232 2.663 2.740
H -3.316 -7.647 0.444
C 0.198 3.428 1.952
H -1.674 -6.085 -0.195
O -2.174 -0.849 1.970
Cl 1.234 -0.018 1.916
H -5.282 -4.665 1.608
Cl 2.256 -0.737 -1.318
C 3.217 2.432 2.169
C -4.046 -6.931 0.841
O -0.570 1.107 -1.246
H -1.399 0.573 -1.056
H 5.056 2.481 -0.567
H 4.521 0.902 -0.014
O -0.548 -1.454 0.189
C 2.930 2.270 -0.398
H 1.235 2.871 -3.347
C -2.269 -5.255 0.170
C -1.765 -3.949 0.087
H 2.598 2.289 3.059
O 1.832 0.452 -3.249
H -0.850 3.536 1.642
H -4.991 -7.085 0.297
O -2.723 -0.480 -0.398
H 2.180 0.075 -4.101
Mo 1.010 0.971 -0.296
H 2.603 3.911 -3.028
H -4.384 -2.351 1.568
H 3.797 3.348 2.358
C 1.095 3.068 0.794
C 1.972 2.751 -1.364
H -1.249 3.872 -0.678
H -0.095 5.105 -1.225
C 2.187 2.919 -2.824
S -1.944 -1.226 0.593

Properties
LUMO energy (spin up / spin down)   4.4 / 4.4 eV
E   -65992.0975 eV
Multiplicity   3
Orbital gap (spin up / spin down)   0.14574 / 0.14024 hartree
Relative energy (zero: lowest compared OMol25 entry of this formula, charge and spin)   20.22 kcal per mole
Net charge   -2

---

[2]
Computed, not measured: a structure of composition C17H24Cl2O2Sn in a non-equilibrium geometry, with ωB97M-V/def2-TZVPD.

Positions of all 46 atoms, in Å:
O -0.732 1.441 -0.019
H -1.594 1.070 0.251
C 0.395 0.248 5.990
C 0.114 1.634 4.020
C 2.707 -0.210 -3.448
H -2.701 -1.635 -3.797
Cl 0.194 -1.569 1.461
C -1.024 2.232 4.611
H 3.007 -1.197 -3.812
H 0.437 -3.119 -4.156
C -0.883 0.673 -2.968
C -2.188 -1.539 -2.827
O -0.238 -1.842 5.411
H 1.758 2.511 -3.995
C 0.997 2.420 -3.207
C 1.249 -0.150 -3.240
C 0.479 1.042 -3.143
H -0.582 -2.515 4.701
H -2.875 1.128 -2.388
H 0.177 3.114 -3.427
H -1.590 2.972 4.027
H 1.591 0.101 4.160
H -2.348 1.928 -3.890
C 0.720 -2.685 -3.186
C -0.952 -0.746 -2.949
H 0.084 2.952 2.308
Sn 0.682 0.664 1.134
Cl 2.560 0.949 0.062
H -1.746 2.502 -2.312
C -2.022 1.606 -2.885
H 0.958 -0.492 6.549
C -1.346 1.935 5.939
H -2.888 -1.065 -2.127
H -0.755 0.838 7.727
H -1.966 -2.546 -2.453
H 1.460 2.725 -2.254
H 3.028 0.548 -4.173
C 0.365 -1.255 -3.110
H 1.796 -2.831 -3.062
H 0.201 -3.265 -2.414
C 0.791 0.616 4.696
C -0.547 1.035 6.671
C 0.676 2.144 2.737
H -2.237 2.376 6.404
H 3.256 -0.018 -2.516
H 1.754 2.337 2.775

Properties
LUMO energy   4.8 eV
E   -52989.1132 eV
Multiplicity   1
Orbital gap   0.18159 hartree
Net charge   -2

---

[3]
Computed, not measured: a cluster of 7 separate species, C17H24Cl6F2O12 in total in a non-equilibrium geometry, with ωB97M-V/def2-TZVPD.

Positions of all 61 atoms, in Å:
C -0.752 2.877 4.576
H 1.623 3.757 -0.124
O -2.801 0.998 -2.235
F -0.261 0.605 2.687
Cl 3.548 -7.057 -2.624
O 0.830 -0.296 0.432
H -1.625 3.203 1.138
H -4.086 5.046 -1.086
Cl 3.374 4.563 1.252
Cl 0.486 5.005 1.548
O 2.480 -1.768 0.434
O 2.739 0.115 -3.728
H 1.515 -6.591 -3.806
C 3.241 -1.083 -3.403
C 0.964 -1.328 -3.838
C -2.670 1.989 -1.490
O 2.175 -1.986 -3.382
C 1.767 3.920 0.944
H -2.711 5.989 -1.689
Cl 0.678 -3.929 3.526
C -2.083 4.110 -0.861
H -0.845 -0.301 4.322
H -1.680 -0.682 -0.279
H 1.227 -6.060 2.747
H 0.858 0.844 -4.287
O -0.232 3.911 4.957
H 0.769 -1.571 -4.882
O -2.348 3.245 -1.955
H 0.032 -1.644 -3.370
C 2.302 -6.008 -3.328
C 0.229 -1.567 0.541
O -1.834 2.703 3.800
Cl 1.416 -5.103 -2.054
C -0.904 0.686 3.863
H -0.164 -6.064 3.801
C 1.300 -2.504 0.046
H 1.214 -2.704 -1.022
Cl -0.814 -5.589 1.593
H -2.549 0.965 2.724
H -2.891 0.919 4.530
H -1.032 4.401 -0.885
H -3.106 5.876 0.004
O -2.739 2.025 -0.142
H 2.783 -5.253 -3.950
C 0.305 -5.527 2.977
O 2.929 0.548 0.583
C -3.039 5.294 -0.916
H -3.324 3.638 0.796
C 1.291 0.123 -3.594
H 0.020 -1.856 1.570
C 2.162 -0.430 0.545
F 1.006 0.519 -2.400
C -1.004 -1.525 -0.427
H 1.696 2.962 1.461
O 4.438 -1.373 -3.351
C -2.250 1.277 3.725
H -1.647 -2.399 -0.321
O -0.258 1.647 4.714
C -2.385 3.293 0.362
H -0.644 -1.464 -1.453
H 1.281 -3.389 0.683

Properties
LUMO energy   0.2 eV
E   -123157.1290 eV
Multiplicity   1
Orbital gap   0.39761 hartree
Relative energy (zero: lowest compared OMol25 entry of this formula, charge and spin)   0.00 kcal per mole
Structure (SMILES)   O=C1OC[C@@H](F)O1.O=C1OC[C@@H](F)O1.C[C@H]1COC(=O)O1.C[C@H]1COC(=O)O1.ClCCl.ClCCl.ClCCl

---

[4]
Computed, not measured: a structure of composition C17H24F5LiN3O2Ta in a non-equilibrium geometry, with ωB97M-V/def2-TZVPD.

Positions of all 53 atoms, in Å:
C 3.086 -3.453 -2.427
C 2.536 -2.140 -0.479
H -1.501 1.902 -1.377
H -4.271 -0.095 -2.616
H -2.924 -1.142 -3.075
H -2.270 -2.659 -1.415
H -3.040 1.863 -2.264
H -3.798 -0.488 0.468
H -0.655 -2.722 -0.774
H -0.223 3.047 0.119
H -4.017 -1.601 -1.727
F 3.977 -2.073 1.399
H -0.627 3.617 3.669
F 4.828 -5.061 -2.247
Ta 0.214 -0.128 0.066
H -4.208 1.087 -0.299
H -1.790 2.286 3.491
C -0.095 2.234 2.128
C 2.890 3.004 -1.815
F 1.658 -1.517 -2.635
C -1.624 -2.220 -0.639
H -1.414 -0.169 3.256
H 1.582 3.515 2.516
C 4.145 -4.028 -1.710
C -3.504 -0.772 -2.224
C 2.404 -2.403 -1.854
N 0.826 1.133 -1.067
C 3.679 -2.611 0.189
O 1.670 -1.370 0.171
F 5.653 -3.905 0.147
C -2.607 0.012 -1.271
N -0.323 0.848 1.737
C -0.706 3.164 1.093
C -0.402 -0.130 2.823
H -1.588 1.011 -2.911
O 3.027 2.289 -2.714
H -2.007 -2.496 0.359
F 2.767 -3.933 -3.651
H -0.168 -1.143 2.449
H -2.728 0.898 0.704
H -0.219 2.024 4.303
C -2.146 1.274 -2.000
Li 1.889 0.548 -2.539
C -3.392 0.406 -0.022
C 1.408 2.477 2.206
H 1.872 1.809 2.941
H 0.310 0.101 3.630
H 1.880 2.308 1.231
H -0.584 4.194 1.450
C 4.497 -3.530 -0.446
C -0.726 2.543 3.484
N -1.461 -0.775 -0.824
H -1.781 2.968 0.996

Properties
LUMO energy (spin up / spin down)   -11.4 / -11.4 eV
E   -41908.7339 eV
Multiplicity   1
Orbital gap (spin up / spin down)   0.12921 / 0.12881 hartree
Net charge   +2

---

[5]
Computed, not measured: a cluster of 2 separate species, C17H24FN3O4 in total in a non-equilibrium geometry, with ωB97M-V/def2-TZVPD.

Positions of all 49 atoms, in Å:
C 2.133 -1.775 0.582
H -2.407 2.109 -0.192
O -5.618 2.978 0.213
H 3.341 -3.091 -1.438
C 3.393 -3.709 -0.549
C 2.701 -0.387 0.456
H 0.174 2.004 0.017
C 0.498 0.970 -0.111
F 1.328 -2.036 -0.505
N -5.193 3.182 1.371
C -1.578 0.973 1.238
C -3.523 0.431 -0.027
H 4.642 2.603 -2.057
O -1.348 1.267 2.369
H 5.124 2.977 -0.381
H 4.196 -2.321 0.862
C 3.254 -2.839 0.703
C -0.581 0.080 0.526
C 3.713 1.429 -0.557
O -4.679 4.277 1.669
C 4.860 2.188 -1.080
H -1.060 -0.532 -0.228
H -4.121 -1.216 -2.948
H 0.581 0.827 -1.185
C -3.386 0.039 -1.363
H -2.632 0.510 -1.982
H 1.576 1.047 1.682
H 1.522 -1.819 1.479
C -5.334 -1.140 0.214
H 4.276 -0.600 -1.149
H 3.431 -0.283 1.259
C -4.492 -0.174 0.760
H 5.713 1.522 -1.139
C -4.216 -0.932 -1.912
H 4.367 -4.188 -0.532
C 3.427 -0.002 -0.853
H -5.861 -2.265 -1.539
H -4.641 0.133 1.782
H 2.825 2.841 0.557
C -5.194 -1.529 -1.118
O -5.230 2.256 2.212
C 1.807 0.852 0.634
H -6.117 -1.574 0.811
H -0.147 -0.546 1.294
N -2.709 1.469 0.537
H 3.078 -3.432 1.593
N 2.807 1.883 0.230
H 2.626 -4.472 -0.561
H 2.674 0.016 -1.643

Properties
LUMO energy   -2.2 eV
E   -33389.5872 eV
Multiplicity   1
Orbital gap   0.13249 hartree
Relative energy (zero: lowest compared OMol25 entry of this formula, charge and spin)   6.90 kcal per mole

---

[6]
Computed, not measured: a structure of composition C17H24IrN8 in a non-equilibrium geometry, with ωB97M-V/def2-TZVPD.

Positions of all 50 atoms, in Å:
N -4.516 -2.478 0.000
H 1.490 1.874 -1.194
H 0.890 2.263 -2.812
C -0.060 -3.866 -0.003
H -0.387 0.273 -2.778
C -2.108 -3.198 -0.003
H -4.232 0.739 0.000
H -2.950 -5.151 0.001
H -1.310 2.558 1.984
N 1.649 -0.624 -0.006
C -5.127 -1.275 0.001
H 4.069 -1.449 -2.155
C 2.273 -0.828 1.154
C 3.573 -1.314 1.190
H -0.323 3.579 -1.156
H -1.398 2.468 -2.003
C 1.497 -0.447 2.390
N 0.334 0.368 2.031
C -0.515 2.543 1.235
N -2.136 -4.552 -0.001
H 1.210 -1.324 -2.950
N 0.324 0.368 -2.050
H 4.067 -1.480 2.135
H -0.378 0.299 2.759
H -2.056 2.073 0.021
N -0.837 -2.767 -0.005
C -0.582 2.523 -1.278
H 5.230 -1.960 -0.013
H -6.193 -1.157 0.003
Ir -0.641 -0.415 -0.006
H 2.171 0.147 -3.064
H 1.010 -3.820 -0.005
C 0.674 1.780 1.815
H 2.164 0.103 3.067
N -1.049 1.940 -0.004
C 1.504 -0.424 -2.404
H -5.002 -3.366 0.000
C 3.575 -1.298 -1.208
H 0.952 2.257 2.765
N -2.923 -0.943 -0.002
H 1.542 1.829 1.153
H 1.179 -1.349 2.920
C -4.121 -0.326 0.000
H -0.205 3.579 1.062
C 4.221 -1.573 -0.010
C 2.275 -0.813 -1.168
C -0.860 -4.995 -0.001
C 0.626 1.791 -1.856
C -3.178 -2.262 -0.002
H -0.599 -6.036 0.001

Properties
LUMO energy   -11.1 eV
E   -32752.8675 eV
Multiplicity   1
Orbital gap   0.22269 hartree
Relative energy (zero: lowest compared OMol25 entry of this formula, charge and spin)   81.77 kcal per mole
Net charge   +3

---

[7]
Computed, not measured: the molecule C17H24N2O4S in a non-equilibrium geometry, with ωB97M-V/def2-TZVPD.

Positions of all 48 atoms, in Å:
H 0.943 1.110 1.190
H 2.982 -0.974 -1.789
N 2.533 1.958 0.106
C 0.961 1.712 -1.788
C -4.822 1.031 0.082
C 1.379 2.095 0.973
C 2.373 -1.349 -0.982
C 2.497 -0.790 0.272
H 2.392 3.306 -1.464
C 1.757 -1.270 1.339
N -2.364 1.583 -0.139
C -0.482 -4.392 -1.496
H 3.133 1.745 -1.831
S 3.513 0.661 0.496
C 0.707 -2.856 -0.124
H -2.571 2.570 -0.137
H -0.825 -3.619 -2.191
C 0.029 -2.834 2.287
H -3.049 -0.322 0.284
H -5.499 0.223 -0.142
H -4.112 2.126 1.882
H 0.937 0.624 -1.693
C 1.482 -2.389 -1.181
O -0.208 -3.852 -0.225
H -4.551 0.404 2.207
C -0.205 2.279 -0.960
H 0.841 1.965 -2.842
O -0.861 -0.031 -0.594
H 1.389 -2.816 -2.167
H 0.198 -3.903 2.405
C -4.261 1.138 1.473
C 0.315 2.964 0.317
O 4.588 0.650 -0.455
H -0.502 3.122 1.024
H 0.740 3.937 0.069
H -0.774 3.009 -1.544
C -3.383 0.705 0.339
H 0.392 -4.900 -1.916
C -1.157 1.146 -0.559
H 1.723 2.530 1.915
H 1.910 -0.828 2.312
H -1.278 -5.119 -1.341
H -1.027 -2.695 2.063
O 3.823 0.800 1.889
C 0.858 -2.303 1.161
H 0.270 -2.327 3.216
C 2.313 2.225 -1.297
H -5.049 1.947 -0.443

Properties
LUMO energy   0.6 eV
E   -40023.1129 eV
Multiplicity   1
Orbital gap   0.33248 hartree
Relative energy (zero: lowest compared OMol25 entry of this formula, charge and spin)   55.16 kcal per mole
Structure (SMILES)   COc1ccc(S(=O)(=O)N2CCC(C(=O)NC3CC3)CC2)cc1C

---

[8]
Computed, not measured: the molecule C17H24N2O4S in a non-equilibrium geometry, with ωB97M-V/def2-TZVPD.

Positions of all 48 atoms, in Å:
H 1.500 2.653 3.617
H -3.025 -2.968 2.180
C 0.759 1.062 -2.776
H -1.392 -3.077 -2.343
H 1.337 -1.032 3.017
S -1.154 -0.537 -3.612
H -1.843 -3.723 0.021
C -1.988 -0.027 -1.044
H -1.405 -2.371 2.524
H 2.369 -0.857 -3.756
N 1.757 0.113 1.374
C 0.327 0.872 3.221
C -2.251 -0.384 0.267
H 0.901 -2.408 -1.601
H 0.737 1.535 -0.623
N 0.466 -0.124 -3.543
C -1.619 -2.338 -1.590
C -1.884 -2.687 -0.280
C 1.411 -1.194 -3.346
C -1.651 -1.006 -1.956
C 1.583 -1.600 -1.875
C 0.962 0.745 -1.325
H 1.055 -2.034 -3.942
H -0.530 0.597 2.604
H 2.596 -1.979 -1.715
H 0.984 4.234 0.425
C -2.177 -1.712 0.669
H -2.793 -1.284 2.680
C 0.583 2.369 3.075
H -2.049 0.999 -1.371
C 1.527 0.020 2.795
H 2.427 0.344 3.328
O 0.715 2.709 1.708
C 1.344 -0.854 0.524
C 0.900 4.086 1.500
C -2.372 -2.101 2.100
H 1.657 1.537 -3.196
C 1.332 -0.468 -0.920
H 0.090 0.665 4.265
H 0.049 4.662 1.882
H -0.255 2.934 3.513
H -2.509 0.381 0.986
O 1.022 -1.970 0.893
H 1.814 4.443 1.991
H 1.874 1.050 1.020
H -0.080 1.744 -2.918
O -1.248 -1.681 -4.471
O -1.853 0.662 -3.975

Properties
LUMO energy   0.5 eV
E   -40023.5381 eV
Multiplicity   1
Orbital gap   0.35109 hartree
Relative energy (zero: lowest compared OMol25 entry of this formula, charge and spin)   45.35 kcal per mole
Structure (SMILES)   COCCCNC(=O)C1=CCN(S(=O)(=O)c2ccc(C)cc2)CC1

---

[9]
Computed, not measured: the molecule C17H24N2O6S in a non-equilibrium geometry, with ωB97M-V/def2-TZVPD.

Positions of all 50 atoms, in Å:
O -1.551 -1.479 -4.215
C 1.500 -0.264 -3.980
C 2.356 1.871 5.538
H -3.441 -2.277 -4.008
N -0.251 0.200 -2.487
H -1.143 1.708 -3.657
C -1.186 -1.970 0.187
C -1.855 -0.173 -4.315
C 0.171 -1.772 2.155
C -2.562 -2.382 -4.646
C -0.764 -2.470 1.408
H 0.281 0.342 -5.686
C 1.261 0.858 5.218
H 1.445 -0.892 -1.882
O 2.748 -0.549 3.280
C -0.724 0.702 -3.770
H 2.001 2.890 5.397
H -1.926 -2.494 -0.398
C -0.055 2.027 3.450
O -2.361 -0.226 -1.872
O 1.338 -1.599 -4.358
N 0.800 0.929 3.848
H -2.843 -2.167 -5.679
H 0.296 2.383 2.479
H 0.406 -1.838 -4.242
C 1.178 -0.029 -2.492
H 0.525 -2.133 3.107
H 2.682 1.755 6.568
C 0.268 -0.075 0.448
O 2.343 1.424 1.852
H 3.202 1.703 4.876
C -1.169 -0.257 -1.611
H 1.714 0.852 -2.124
H -2.138 2.427 3.069
H -2.138 -3.379 -4.560
C 0.667 -0.577 1.669
H 0.679 0.866 0.117
H 0.396 0.994 5.873
O -2.832 0.250 -4.862
C 0.514 0.688 -4.681
H 2.540 -0.020 -4.209
C -1.514 1.585 3.356
H 0.036 2.850 4.164
H -1.629 0.796 2.617
H 1.654 -0.151 5.354
H -1.856 1.209 4.317
H -1.169 -3.399 1.777
S 1.824 0.359 2.669
H 0.943 1.686 -4.747
C -0.659 -0.782 -0.311

Properties
LUMO energy   0.3 eV
E   -44119.1649 eV
Multiplicity   1
Orbital gap   0.35682 hartree
Relative energy (zero: lowest compared OMol25 entry of this formula, charge and spin)   9.89 kcal per mole
Structure (SMILES)   CCN(CC)S(=O)(=O)c1cccc(C(=O)N2C[C@@H](O)C[C@H]2C(=O)OC)c1